91
Properties=species:S:1:pos:R:3:forces:R:3:mulliken_charge:R:1 method="wB97M-V/def2-TZVPD" de_lowest_kj_mol=59.8 gap_ev="5.01 / 7.31" max_force_ev_per_a=0.8 multiplicity=2 homo_energy_ev="-10.7 / -13.0" total_charge=+2
Sc -1.28560 -0.06745 -1.08522 -0.3025 -0.4919 0.0697 -0.79
C -5.14520 0.26446 1.01451 0.0087 -0.0576 0.0587 -1.97
C -3.99290 -0.06645 0.12297 0.0131 0.1226 -0.1111 0.36
N -2.96581 0.78767 -0.11832 -0.0805 0.1434 0.0713 2.14
N -3.14636 2.06741 0.38326 0.0276 -0.0247 -0.0564 -1.35
C -2.22430 2.91007 0.15355 -0.0167 -0.0422 -0.0634 0.14
N -2.25816 4.17783 0.65529 0.1318 0.0050 0.1935 -0.30
S -0.75646 2.52117 -0.81558 0.1613 -0.0537 0.2255 -0.23
C -3.93029 -1.29366 -0.58257 -0.0635 0.0222 0.0587 0.72
C -4.85264 -2.34843 -0.40028 -0.0359 0.0525 -0.0861 -1.14
C -4.74949 -3.47811 -1.16139 0.0302 -0.0166 -0.0181 -0.59
C -3.71975 -3.58316 -2.12119 -0.0443 -0.0081 0.0116 -1.13
C -2.83389 -2.55143 -2.23610 0.0050 0.0520 -0.0379 -0.14
N -2.90960 -1.42425 -1.49247 0.1820 -0.0629 0.2262 0.57
H -5.03640 1.25807 1.43317 -0.0002 -0.0018 -0.0020 0.41
H -6.08736 0.21923 0.46483 -0.0001 0.0046 -0.0023 0.41
H -5.21611 -0.45350 1.83545 0.0038 -0.0036 -0.0083 0.39
H -3.10841 4.44883 1.12470 -0.0256 0.0115 -0.0210 0.23
H -1.76567 4.90188 0.16219 -0.0671 0.0273 -0.0726 0.27
H -5.63637 -2.24682 0.33620 -0.0078 -0.0050 -0.0092 0.50
H -5.45325 -4.28901 -1.03192 -0.0025 0.0021 0.0036 0.46
H -3.62096 -4.45751 -2.74692 0.0001 0.0011 -0.0012 0.46
H -2.01426 -2.59662 -2.94621 0.0107 -0.0097 0.0142 0.54
Br -1.94234 1.16303 -7.80029 -0.0049 0.0078 -0.0307 -0.08
C -1.77065 0.91063 -5.96007 0.0444 -0.0161 0.0383 -0.22
C -2.85092 1.12566 -5.11701 -0.0365 0.0211 0.0140 -0.92
C -2.67546 0.89845 -3.76756 -0.0024 -0.0009 0.0149 -0.44
N -1.51085 0.50073 -3.24634 0.1340 -0.1006 -0.0974 0.84
C -0.46004 0.31306 -4.06067 0.0677 0.0008 -0.0134 0.29
C -0.55601 0.49467 -5.42918 -0.0556 0.0453 0.0126 -0.97
C 0.79681 -0.13987 -3.40290 0.0027 -0.0021 -0.1148 1.39
C 2.01480 -0.10237 -4.05566 -0.0232 -0.0049 0.0346 -0.97
C 3.13669 -0.59744 -3.40297 -0.2259 -0.0892 0.0155 -0.90
Br 4.80096 -0.55162 -4.24664 -0.0058 -0.1587 -0.2249 -0.01
C 3.01174 -1.11472 -2.12565 -0.1397 -0.4736 -0.6026 -0.79
C 1.76757 -1.07734 -1.53030 -0.2960 -0.1436 -0.0904 -0.14
N 0.67514 -0.59918 -2.13880 0.1827 0.2077 -0.1626 0.63
H -3.80767 1.44936 -5.49947 0.0000 -0.0054 -0.0035 0.49
H -3.49099 1.03008 -3.06685 -0.0070 -0.0054 -0.0055 0.58
H 0.27961 0.30236 -6.08420 0.0019 0.0008 -0.0053 0.54
H 2.10641 0.31391 -5.04701 -0.0001 -0.0157 -0.0172 0.44
H 3.85971 -1.51719 -1.59156 -0.3684 -0.2082 -0.3651 0.99
H 1.62568 -1.43880 -0.51939 0.0103 -0.0645 -0.1148 0.35
C 1.04351 -4.56166 1.29491 -0.0238 0.0043 0.0064 -0.86
N 0.78998 -3.49454 2.23952 -0.0125 -0.1284 -0.0433 0.25
C 1.28997 -3.57118 3.61545 -0.0471 -0.0153 0.0035 -0.72
C 0.73836 -2.28828 4.26837 0.0190 0.0177 -0.0647 -0.68
N 0.05298 -1.65039 3.14520 0.1219 -0.4572 -0.2215 0.31
C 0.05682 -2.40680 2.04572 0.0536 0.3073 0.2082 0.05
S -0.86833 -2.08004 0.64399 -0.0413 -0.1592 -0.1801 -0.33
H 0.61371 -5.49518 1.65993 0.0105 -0.0043 0.0051 0.34
H 2.11892 -4.69189 1.16763 0.0029 -0.0053 -0.0136 0.31
H 0.58679 -4.30928 0.34223 0.0153 0.0007 -0.0022 0.26
H 2.37992 -3.61191 3.61396 0.0071 -0.0198 0.0153 0.37
H 0.91574 -4.47658 4.09374 0.0215 -0.0067 0.0028 0.44
H 1.52517 -1.64592 4.66045 0.0209 0.0087 0.0020 0.38
H 0.03909 -2.50703 5.07391 -0.0093 -0.0083 0.0023 0.43
H -0.52151 -0.82734 3.21889 0.2134 -0.2334 0.0662 -0.31
C 1.25696 4.77167 0.75303 -0.0096 0.0084 0.0851 -1.29
Ge 0.93568 2.85754 0.76722 -0.0869 0.1377 -0.2134 1.43
C 0.21670 2.25961 2.45837 -0.0179 -0.0875 0.0713 0.93
C -0.71369 1.22865 2.57915 -0.1118 0.4108 -0.0849 0.31
C -1.24478 0.90098 3.81784 -0.2182 0.4476 0.1517 -0.94
C -0.82953 1.58145 4.95630 0.0020 -0.0237 -0.0017 -0.84
C 0.10588 2.59953 4.84930 0.0295 0.0028 -0.0052 -0.94
C 0.61667 2.94498 3.60476 0.0016 -0.0223 0.0494 -1.10
C 2.42729 1.96507 -0.11278 0.0726 -0.0372 -0.0113 0.64
C 2.92106 2.64561 -1.20237 -0.0294 -0.0220 -0.0680 -0.64
C 4.08991 2.23186 -1.87551 0.0080 -0.0363 0.0817 -1.45
C 4.77096 1.13875 -1.42916 0.1682 0.1844 0.3219 -0.73
C 4.29205 0.38798 -0.32707 0.3044 0.5209 0.3995 0.28
C 4.97615 -0.77722 0.10111 0.1762 0.1774 0.4243 -0.57
C 4.49776 -1.52782 1.13537 0.0969 0.0280 -0.0731 -0.94
C 3.30805 -1.13843 1.78608 -0.1114 0.0620 0.0957 -0.56
C 2.62841 -0.01721 1.40139 0.1048 0.0539 0.1514 -0.24
C 3.10301 0.78874 0.33570 0.1173 0.1347 0.0585 0.43
H 2.24175 4.97468 1.17551 0.0039 0.0016 -0.0031 0.48
H 0.50796 5.29083 1.34928 -0.0115 -0.0201 -0.0022 0.37
H 1.23784 5.16115 -0.26361 0.0059 -0.0112 -0.0064 0.46
H -1.05992 0.68821 1.70361 -0.0201 0.0155 0.0164 0.43
H -2.00843 0.13447 3.89920 -0.0774 0.0449 0.0062 0.69
H -1.24587 1.32852 5.92237 -0.0130 0.0049 -0.0005 0.46
H 0.42741 3.13667 5.73143 -0.0029 -0.0005 -0.0002 0.46
H 1.32827 3.76055 3.54028 -0.0034 -0.0026 -0.0069 0.47
H 2.42264 3.54017 -1.56084 0.0060 0.0139 0.0266 0.31
H 4.45059 2.79817 -2.72393 0.0040 0.0077 -0.0027 0.48
H 5.68624 0.82318 -1.91576 -0.0299 0.0590 0.0933 0.72
H 5.89042 -1.05857 -0.40749 0.0302 -0.0055 -0.0129 0.49
H 5.03475 -2.40713 1.46576 -0.0063 -0.0099 -0.0033 0.47
H 2.94299 -1.72260 2.62056 0.0176 0.0075 -0.0303 0.32
H 1.72277 0.26434 1.92559 0.0427 -0.0066 -0.0189 0.32

45
Properties=species:S:1:pos:R:3:forces:R:3:mulliken_charge:R:1 method="wB97M-V/def2-TZVPD" gap_ev="6.27 / 6.20" max_force_ev_per_a=3.4 multiplicity=6 homo_energy_ev="-8.4 / -8.4"
Fe -0.45705 -0.92624 -1.82329 -0.1424 -1.6974 -1.6443 0.03
N 1.42655 -0.54941 -3.24489 -0.5320 0.0334 0.2821 -0.51
C 1.99226 -1.90100 -3.35455 0.1379 -0.4752 -0.3291 -0.51
C 0.87912 -2.95616 -3.39452 0.1002 -0.0760 0.2317 0.49
O 0.97800 -3.95886 -4.07663 0.2964 0.0326 -0.1763 -0.67
N -0.15210 -2.65858 -2.56942 1.0905 -0.0444 -0.2243 0.32
C -1.31360 -3.47079 -2.63752 -1.5421 0.2537 -0.5721 -0.55
C -2.51533 -2.49680 -3.07355 1.5009 -3.0451 0.1303 0.49
O -3.47505 -2.97462 -3.61399 -0.8315 0.2765 -0.2763 -0.66
O -2.26030 -1.30433 -2.74658 0.4854 2.7501 0.9977 -0.69
H 2.15053 0.12723 -3.01596 -0.2252 -0.0317 0.0530 0.23
H 1.03285 -0.27980 -4.14515 0.0762 0.0357 0.1316 0.27
H 2.61469 -2.03568 -4.24664 -0.0900 0.0496 0.1876 0.38
H 2.60058 -2.10516 -2.46962 0.0040 0.0843 -0.0499 0.26
H -1.20335 -4.29647 -3.34385 -0.1086 0.0918 0.1976 0.41
H -1.61071 -3.83399 -1.64878 0.1115 -0.2097 -0.0001 0.24
N 0.50179 4.42508 6.86802 -0.0030 0.0669 0.0845 -0.50
C 0.39292 3.84029 5.88603 0.0434 0.4650 0.7782 -0.06
C 0.27571 3.11166 4.68402 -0.0711 -0.6837 -1.1459 0.58
C 1.38934 2.43887 4.17147 -0.1724 0.1947 0.3534 -0.89
C 1.27707 1.69703 3.01754 -0.1222 -0.1322 -0.4236 -0.31
C 0.06968 1.63258 2.31140 0.1097 0.5479 0.8281 -0.28
C -1.03154 2.33653 2.82092 0.0539 -0.3682 -0.2885 -0.39
C -0.94182 3.04660 3.99827 0.2504 0.1027 0.3747 -0.87
C -0.04325 0.85269 1.08124 -0.2515 -1.0167 -1.0922 0.62
C 0.32331 -0.51969 1.07889 -0.0670 0.8262 0.7999 0.49
C 0.71639 -1.30385 2.19054 0.0554 -0.5690 -0.2746 -0.40
C 0.89693 -2.60981 1.72299 0.0461 0.7327 0.8272 -1.41
C 0.62252 -2.58699 0.37089 -0.3228 1.2880 -0.5525 -0.27
N 0.26947 -1.32707 -0.02783 0.3412 -1.4514 0.1085 0.03
C -0.57032 1.47778 -0.07508 0.3153 0.7602 0.8788 0.75
C -0.86815 2.85351 -0.25210 -0.0938 -0.2935 -0.5317 -0.56
C -1.31108 3.00827 -1.57102 0.1533 0.4824 0.8657 -1.15
C -1.27460 1.75658 -2.14493 0.4263 -1.0901 0.8026 -0.37
N -0.81515 0.82629 -1.24652 -0.9136 2.0618 -1.2227 0.26
H 2.32975 2.49553 4.70220 0.0207 -0.0088 -0.0302 0.45
H 2.14053 1.17865 2.62922 0.0804 -0.0536 -0.0340 0.59
H -1.97726 2.27986 2.30140 -0.0472 -0.0071 -0.0239 0.61
H -1.80910 3.53821 4.41737 -0.0109 0.0440 -0.0822 0.46
H 0.83613 -0.95958 3.19943 -0.0211 0.0572 0.1738 0.60
H 1.18084 -3.46870 2.29705 0.0882 -0.1594 0.1275 0.46
H 0.67179 -3.38987 -0.34065 -0.0842 -0.0870 -0.1452 0.55
H -0.75280 3.62329 0.48352 0.0209 0.1759 0.1538 0.59
H -1.62926 3.92235 -2.03486 -0.0410 0.1052 -0.0965 0.46
H -1.55691 1.44458 -3.13451 -0.1147 -0.0182 -0.1524 0.44

75
Properties=species:S:1:pos:R:3:forces:R:3:mulliken_charge:R:1 method="wB97M-V/def2-TZVPD" de_lowest_kj_mol=1256.1 gap_ev=2.16 max_force_ev_per_a=6.3 homo_energy_ev=-8.1
Mg -1.30653 3.46788 -0.12403 -0.0074 -0.3898 -0.1185 1.02
N -2.22598 2.88738 -5.65426 0.1460 1.3119 -1.0387 1.08
O -2.04351 2.80783 -4.43886 0.1351 -0.4158 0.8823 -0.58
O -1.30289 3.04799 -6.44575 1.2680 -0.3661 0.1873 -0.52
O -3.35104 2.93726 -6.11977 -1.5223 -0.4939 0.2905 -0.51
N -0.98787 -1.80498 1.47114 1.6397 -3.0882 -1.4719 1.17
O -0.88213 -0.69236 1.10524 1.0674 5.9918 -1.6093 -0.56
O -0.08759 -2.58878 1.13779 0.5190 -0.7338 0.4410 -0.53
O -1.97757 -2.14486 2.00697 -3.2286 -1.8299 2.5300 -0.55
C -5.40239 -0.74775 6.85322 0.3508 0.5307 1.3543 -0.68
C -5.19101 0.00340 8.15606 -0.3782 0.2591 0.8359 0.30
N -5.00602 0.60178 9.14166 -0.3269 -1.2303 -2.0750 -0.38
H -5.06096 -0.04865 6.08981 0.0769 -0.5234 -0.2678 0.24
H -6.41651 -1.08919 6.64569 -0.2044 0.6444 0.3835 0.27
H -4.85181 -1.68650 6.91409 0.5028 0.3248 -0.2551 0.25
C -8.49532 1.86386 -1.12764 0.9647 -0.6730 0.2780 -0.92
S -7.73671 2.98096 0.17073 1.7147 0.5782 -0.9794 0.46
O -6.17389 3.10634 0.08848 -3.2536 -0.5475 -0.2799 -0.61
C -8.34723 4.53231 -0.65062 0.6985 -0.6334 0.6628 -0.88
H -9.57507 2.00920 -1.16101 0.1454 0.4247 -0.0482 0.33
H -8.34549 0.81203 -0.88413 0.0795 0.0580 0.7048 0.33
H -8.00077 1.89939 -2.09834 -0.1365 0.8470 -0.0768 0.33
H -7.95321 5.32928 -0.02000 0.0250 0.0287 -0.1798 0.31
H -9.43443 4.60434 -0.68057 0.0938 -0.2621 -0.0925 0.36
H -7.86780 4.52604 -1.62951 -0.2023 0.2052 0.0111 0.30
C 0.40688 3.41187 6.85138 0.5641 -0.1325 -1.1033 -0.92
S -0.19302 4.89293 5.94403 -1.7083 -1.6626 -1.0486 0.47
O -0.75534 4.31167 4.60330 0.9708 1.1848 2.5154 -0.62
C -1.67022 5.21372 7.03981 0.1207 -0.1537 -0.5955 -0.86
H -0.21604 2.54648 6.62515 -0.7447 0.3658 0.5097 0.33
H 0.66357 3.57569 7.89798 -0.3340 0.0737 -0.0949 0.35
H 1.29946 3.10036 6.30881 0.4161 0.4472 0.1040 0.32
H -1.43843 5.58411 8.03840 0.5002 -0.0388 -0.1297 0.35
H -2.24629 4.29346 7.13650 0.0915 -0.0338 -0.1704 0.28
H -2.27564 5.96812 6.53735 0.0951 -0.0693 -0.1109 0.31
C 9.53628 -0.95670 5.01570 0.5327 0.1716 -0.0919 -0.88
S 8.66279 -0.08923 3.68441 -0.6420 -2.1589 -1.9043 0.48
O 9.10028 -0.66131 2.32583 -0.3522 0.9553 2.1048 -0.61
C 7.04283 -0.98312 4.02152 0.3546 0.4145 0.1497 -0.93
H 9.20916 -1.99420 5.08415 -0.0811 0.1755 0.1996 0.28
H 9.40823 -0.35399 5.91483 -0.4460 -0.3031 0.1871 0.33
H 10.61429 -0.94561 4.85484 -0.0556 0.0734 -0.4774 0.34
H 7.10301 -2.05491 3.83248 0.5892 0.0811 -0.2909 0.32
H 6.26691 -0.57897 3.37135 0.1577 0.2049 0.1184 0.31
H 6.77505 -0.88984 5.07399 -0.0610 0.3860 -0.0039 0.35
C -4.98908 -4.24809 -4.51893 0.5675 -0.2414 0.4836 -0.85
S -4.75001 -5.07440 -2.87211 -0.4246 -0.7933 -0.3855 0.52
O -5.81721 -6.14830 -2.75231 1.0688 1.1777 -0.2343 -0.62
C -3.22666 -5.93445 -3.42255 0.2930 -0.3670 0.2953 -0.92
H -5.38123 -5.06737 -5.12150 -0.1306 0.3419 -0.2631 0.29
H -4.01601 -3.90655 -4.87187 0.0765 -0.3057 -0.0636 0.30
H -5.58527 -3.33568 -4.50519 -0.5018 -0.4766 0.3525 0.32
H -3.51241 -6.79000 -4.03449 -0.1989 0.3822 -0.5127 0.32
H -2.64467 -6.40903 -2.63252 -0.4633 0.3202 0.6283 0.33
H -2.52656 -5.24162 -3.88940 -0.2835 -0.0304 -0.2949 0.32
C 5.08729 5.54320 -2.85826 -1.0502 -0.5941 -0.6405 -0.88
S 4.68865 4.02647 -1.90011 0.0807 -0.3190 0.7840 0.47
O 3.21328 4.05540 -1.57090 1.0008 0.1306 -0.7634 -0.61
C 4.98652 2.73242 -3.20335 -0.3606 0.1057 0.1464 -0.90
H 4.30984 5.40646 -3.60992 0.4135 0.4312 -0.7254 0.28
H 6.10983 5.56125 -3.23531 -0.1612 -0.3846 -0.1283 0.32
H 4.87337 6.51355 -2.41019 -0.0189 -0.4796 0.7997 0.33
H 4.56078 1.81246 -2.80270 -0.0626 0.1478 0.3532 0.30
H 6.04708 2.53089 -3.35399 0.0777 0.4115 0.1601 0.34
H 4.49621 2.87334 -4.16659 -0.0518 0.5441 0.0722 0.32
C 4.09206 -4.94914 -5.29510 0.7089 1.4881 0.6829 -0.91
C 4.12176 -6.28050 -5.87490 -1.9161 -2.7780 -1.3336 0.73
O 3.32050 -7.15628 -5.52718 1.4276 1.3258 -0.2546 -0.56
C 5.07017 -6.59152 -7.04559 -0.2614 -0.4548 0.1742 -1.05
H 4.18247 -5.02615 -4.21159 0.1810 0.0511 0.0376 0.29
H 3.17190 -4.38779 -5.45724 -0.1563 -0.3447 -0.2966 0.28
H 4.91424 -4.37512 -5.72243 0.0075 0.2700 0.3312 0.28
H 6.07333 -6.80108 -6.67429 0.0911 0.0841 0.0913 0.28
H 5.15735 -5.84347 -7.83358 -0.1256 0.4239 0.3636 0.35
H 4.70225 -7.49373 -7.53421 0.0379 -0.0649 0.2050 0.32

7
Properties=species:S:1:pos:R:3:forces:R:3:mulliken_charge:R:1 method="wB97M-V/def2-TZVPD" de_lowest_kj_mol=266.8 gap_ev="5.77 / 8.08" max_force_ev_per_a=1.6 homo_energy_ev="-8.5 / -9.4"
C -1.34949 -2.33269 1.23977 -0.1677 -0.5922 0.8259 0.38
N 0.36302 -0.14414 0.35125 0.3711 -1.2728 0.3780 -0.35
N -1.22588 -1.65960 0.28323 0.2282 1.0052 -1.2661 -0.33
S -1.66705 -3.30159 2.45994 0.0660 -0.1871 0.3732 -0.27
S -0.23509 1.09164 -0.42628 -0.3595 0.6075 -0.5399 0.09
H 0.28703 -0.03009 1.35797 -0.1348 0.2297 0.1437 0.28
H 0.05185 0.62359 -1.66200 -0.0032 0.2096 0.0852 0.19